Entry 1:
C20H37O2S4Si2Sr | ωB97M-V/def2-TZVPD

```
66
Properties=species:S:1:pos:R:3:forces:R:3:lowdin_charge:R:1
Sr 0.237 0.394 -0.114 0.1816 -2.2215 5.2642 0.84
C 1.005 0.061 -2.446 -0.0570 0.0624 -1.2925 -0.61
C -0.501 0.436 -2.478 0.0500 -0.3593 -1.6682 -0.68
S -1.533 -1.040 -2.317 -0.1963 0.1029 -0.1031 0.93
C -3.097 -0.126 -2.399 -0.0780 0.0161 0.0871 -0.52
C -3.340 0.829 -1.216 -0.0051 -0.0537 0.0647 -0.53
S -3.165 2.566 -1.739 0.0146 0.0758 -0.0821 0.86
C -2.751 3.404 -0.180 -0.1036 -0.0395 0.0679 -0.52
C -1.453 4.206 -0.226 -0.0340 -0.1305 -0.2420 -0.50
S -0.003 3.214 -0.680 0.1863 0.8528 0.5125 0.80
C 0.289 3.572 -2.428 -0.1450 -0.0471 -0.1864 -0.49
C 1.426 2.687 -3.001 -0.0594 0.2610 0.2121 -0.48
S 2.094 1.404 -1.892 0.5254 0.3022 -0.9073 0.81
H 1.280 -0.181 -3.471 0.0873 -0.1774 0.0603 0.10
H 1.216 -0.857 -1.875 0.2370 -0.0140 -0.1948 0.02
H -0.702 0.919 -3.436 -0.1609 -0.0140 0.0452 0.09
H -0.849 1.136 -1.727 -0.1810 0.5243 -0.8793 -0.08
H -3.879 -0.885 -2.428 0.0271 -0.0151 -0.0035 0.07
H -3.122 0.408 -3.352 -0.1043 -0.0006 0.0157 0.06
H -2.643 0.625 -0.392 -0.0625 -0.0332 -0.0045 0.02
H -4.336 0.677 -0.803 -0.0010 0.0273 -0.0342 0.08
H -2.682 2.639 0.597 0.0183 -0.0224 -0.0082 0.07
H -3.572 4.071 0.089 0.0056 -0.0250 0.0250 0.07
H -1.241 4.582 0.776 0.0084 0.0549 -0.0507 0.08
H -1.526 5.064 -0.897 0.0087 -0.0142 -0.0213 0.08
H 0.534 4.631 -2.503 0.0437 -0.0304 -0.1065 0.08
H -0.636 3.384 -2.975 -0.0134 0.0425 0.0399 0.05
H 2.272 3.302 -3.302 -0.0217 0.0194 0.0321 0.07
H 1.064 2.158 -3.881 0.1198 0.1535 -0.0987 0.07
C -3.536 -0.714 2.210 0.0149 0.0344 0.0281 -0.32
Si -1.593 -0.771 2.310 -0.4582 0.3441 -0.1849 0.45
C -1.365 -2.675 2.291 0.0898 -0.0004 0.0038 -0.28
C -1.327 -0.371 4.170 0.0428 0.0239 -0.0182 -0.29
H -3.996 -1.395 2.937 -0.0067 0.0107 0.0085 0.00
H -3.881 -1.017 1.214 -0.0087 -0.0074 0.0094 -0.01
H -3.929 0.292 2.401 0.0039 0.0028 -0.0068 -0.01
H -1.618 -3.094 3.272 -0.0375 -0.0158 -0.0173 0.01
H -0.346 -2.966 2.031 -0.0251 0.0116 0.0418 -0.02
H -2.032 -3.123 1.547 0.0330 -0.0003 -0.0299 0.01
H -2.133 -0.811 4.771 0.0272 -0.0275 0.0065 0.01
H -1.289 0.701 4.377 -0.0371 -0.0013 0.0047 -0.01
H -0.378 -0.790 4.517 0.0142 0.0281 -0.0039 0.01
C 4.528 0.081 1.633 -0.0009 -0.0515 -0.0306 -0.30
Si 2.643 -0.207 1.942 0.0831 0.4188 -0.0446 0.55
C 2.653 -2.022 2.567 0.0098 -0.0072 -0.0078 -0.26
C 2.463 0.750 3.625 -0.0160 0.0322 -0.0257 -0.32
C 3.277 0.479 4.730 -0.0014 -0.0209 0.0334 -0.12
C 3.164 1.181 5.923 0.0023 -0.0070 -0.0027 -0.11
C 2.220 2.193 6.049 0.0060 0.0097 -0.0138 -0.13
C 1.391 2.480 4.974 0.0005 0.0075 0.0052 -0.12
C 1.516 1.763 3.790 0.0450 -0.0220 0.0024 -0.15
H 5.138 -0.161 2.512 0.0002 -0.0066 -0.0087 0.00
H 4.731 1.121 1.359 -0.0058 0.0014 0.0026 0.00
H 4.873 -0.550 0.807 0.0008 0.0108 -0.0070 0.00
H 3.595 -2.263 3.074 -0.0287 0.0004 0.0369 0.01
H 2.524 -2.722 1.738 0.0220 0.0091 -0.0009 0.00
H 1.833 -2.196 3.269 -0.0174 -0.0007 -0.0343 0.01
H 4.019 -0.311 4.659 0.0063 0.0113 -0.0031 0.09
H 3.812 0.939 6.759 0.0019 0.0007 -0.0015 0.09
H 2.130 2.747 6.976 -0.0093 -0.0068 0.0047 0.09
H 0.639 3.257 5.063 -0.0063 -0.0054 0.0055 0.09
H 0.838 1.980 2.968 0.0064 0.0154 -0.0094 0.06
O 1.680 -2.851 -1.921 -0.2126 0.0125 -0.1088 -0.08
C 1.061 -2.944 -0.850 0.3857 -0.0356 0.2901 -0.58
O 0.635 -1.992 -0.135 -0.1368 -0.0458 -0.4268 -0.33
H 0.894 -3.959 -0.431 -0.0779 -0.0203 -0.0404 0.12
```
Positions in Å, forces in eV/Å.

Calculated values
Largest force on an atom   5.717 eV/Å
HOMO-LUMO gap   4.574 eV
E_HOMO   -2.8 eV
Relative energy (zero: lowest compared OMol25 entry of this formula, charge and spin)   2.959 eV
Net charge   -1
Multiplicity   1

Entry 2:
C18H36NO21S3 | ωB97M-V/def2-TZVPD

```
79
Properties=species:S:1:pos:R:3:forces:R:3:lowdin_charge:R:1
N 25.732 20.962 7.605 -2.4935 0.8933 1.3561 -0.57
O 26.583 20.347 6.963 0.3630 -0.0373 -0.2971 -0.05
O 24.471 20.845 7.313 2.4424 0.1019 0.4108 -0.08
O 26.054 21.695 8.609 -0.1952 -1.0591 -1.6116 -0.06
O 26.298 14.499 4.705 -0.0939 -1.9147 -1.5638 -0.25
S 25.881 15.335 5.746 3.3278 1.5638 3.3169 0.63
O 24.753 15.167 6.576 -1.6703 -0.2488 -0.3608 -0.26
O 27.149 15.275 6.961 -1.4760 1.6081 -3.2692 -0.24
C 27.306 13.997 7.438 -0.8920 -1.6636 4.4039 -0.32
C 28.543 14.053 8.360 -3.6197 2.5310 -2.5192 -0.03
C 26.016 16.965 5.102 -1.8513 1.8769 4.2502 -0.11
H 27.413 13.173 6.786 0.4310 -0.3626 -1.7339 0.10
H 26.366 13.670 8.028 1.2312 0.7211 -0.4969 0.14
H 29.339 14.314 7.817 3.0850 1.0314 -3.1200 0.04
H 28.937 13.320 8.852 1.0552 -5.4628 2.8575 0.02
H 28.601 14.836 9.020 -1.0967 2.1928 1.8859 0.05
H 26.924 17.176 4.648 1.6349 -0.1162 -1.0558 0.02
H 25.861 17.754 5.987 0.3425 -1.7240 -1.8041 0.12
H 25.143 17.053 4.493 -0.4056 0.1129 -0.7368 0.07
O 28.709 23.432 5.005 2.0499 -2.3537 0.8158 -0.26
S 28.043 24.516 4.450 -6.1433 3.6671 -1.8122 0.57
O 27.909 24.794 3.034 1.1931 -0.9612 0.6159 -0.30
O 26.404 24.436 4.938 3.4990 0.8696 0.5261 -0.28
C 25.876 23.126 4.569 -3.3205 4.4939 2.0470 -0.21
C 24.385 23.328 4.901 1.3094 -0.5501 -2.0900 -0.02
C 28.479 26.029 5.187 0.0243 3.6555 3.2026 -0.19
H 26.416 22.473 5.111 1.2400 -2.9993 1.5705 0.06
H 26.019 23.208 3.596 0.5748 -1.2446 -4.8016 0.06
H 23.937 24.184 4.398 0.6455 0.5786 0.3926 0.09
H 24.340 23.323 5.934 -0.8733 0.0856 2.0135 0.05
H 23.834 22.558 4.428 -0.6309 -1.4461 0.1686 0.07
H 28.029 26.135 6.333 1.5431 -0.9791 -2.7484 0.12
H 27.911 27.031 4.764 1.7736 -2.9730 0.2420 0.13
H 29.678 26.090 5.196 -2.8949 0.0730 -0.0683 0.11
O 25.157 16.030 10.591 -0.8319 1.4841 0.6549 -0.31
S 25.500 17.411 10.906 0.7089 -0.5811 2.6431 0.67
O 24.915 18.292 11.941 -0.3751 -1.7277 -2.3976 -0.31
O 26.999 17.285 11.547 0.9427 -0.8538 -1.3336 -0.29
C 27.239 16.067 12.380 0.1842 2.7091 2.0617 -0.20
C 28.656 16.118 13.058 -5.4703 6.3859 -0.3447 -0.03
C 25.604 18.254 9.373 0.7801 -2.3224 -2.0464 -0.12
H 27.196 15.134 11.914 -0.8727 -1.0895 -1.4045 0.09
H 26.462 16.262 13.146 0.4359 -1.1145 -0.1361 0.12
H 28.688 15.400 13.712 0.0502 -4.1526 3.8165 0.01
H 28.620 17.114 13.631 0.9902 -1.3522 -1.0759 0.12
H 29.334 15.951 12.361 3.5301 0.0113 -3.0479 0.02
H 24.773 18.850 9.152 -1.9207 0.5181 0.1962 0.04
H 25.735 17.526 8.457 0.0543 1.2236 2.2207 0.12
H 26.344 18.988 9.422 1.7843 0.9006 0.0831 0.04
C 29.276 20.365 4.293 -10.3124 -9.2324 8.2802 -0.06
C 28.319 19.528 3.396 -1.8833 0.8315 2.7327 -0.09
O 28.849 18.272 3.373 0.7265 -1.7148 0.0966 0.07
C 30.009 18.326 3.976 2.0360 -7.4528 3.4541 -0.56
O 30.571 17.222 4.213 -0.3216 3.8680 -1.2534 0.07
O 30.252 19.442 4.623 1.5577 -1.6840 0.5072 0.13
H 28.735 20.672 5.204 0.6344 0.5755 -0.5507 0.15
H 29.763 20.870 3.807 7.7326 11.5555 -8.8159 0.00
H 28.462 19.718 2.425 -0.8351 2.4385 -3.7827 0.10
H 27.281 19.396 3.774 0.5542 0.8866 -0.5166 0.15
C 23.073 21.451 10.305 2.3846 -3.6392 10.3857 -0.07
C 22.067 20.390 11.016 -2.3926 0.3718 -5.0621 -0.14
O 21.632 21.024 12.144 0.9139 1.3145 1.2754 0.03
C 22.039 22.348 12.072 -1.0687 -0.2870 2.2973 -0.56
O 21.793 23.112 12.961 0.0511 -0.1263 -0.6448 0.14
O 22.693 22.627 10.971 0.4403 0.5449 -0.8872 0.10
H 22.965 21.410 9.391 -1.2295 0.5352 -9.1647 0.01
H 24.190 21.144 10.536 -2.0903 0.9486 -0.2388 0.16
H 22.368 19.343 11.074 0.4247 0.4214 0.7021 0.10
H 21.031 20.348 10.302 2.6591 -0.0693 1.3173 0.17
C 28.756 22.966 9.513 5.5024 3.5007 -0.9863 -0.18
C 28.506 23.793 8.240 0.2419 -2.2766 0.4351 -0.11
O 27.814 24.882 8.767 0.0210 1.4403 -1.7848 0.09
C 27.735 24.834 10.050 -1.8679 3.2816 6.1633 -0.46
O 27.229 25.766 10.766 2.2782 -4.3667 -3.0924 0.06
O 28.305 23.659 10.596 -1.6780 3.1174 -0.1659 0.09
H 29.810 22.711 9.576 0.4438 0.2505 0.5506 0.14
H 28.318 22.146 9.322 -3.7278 -6.1315 -0.3498 0.03
H 27.813 23.099 7.813 -0.7134 0.3978 -1.4946 0.10
H 29.366 23.951 7.558 -0.5804 0.7011 0.7176 0.14
```
Positions in Å, forces in eV/Å.

Calculated values
Largest force on an atom   16.463 eV/Å
HOMO-LUMO gap   8.662 eV
E_HOMO   -6.8 eV
Relative energy (zero: lowest compared OMol25 entry of this formula, charge and spin)   1.575 eV
Net charge   -1
Multiplicity   1

- The lowest relative energy (zero: lowest compared OMol25 entry of this formula, charge and spin) belongs to which entry?
  C18H36NO21S3

- Which formula does entry 1 have?
  C20H37O2S4Si2Sr

- Number 2 is which compound?
  C18H36NO21S3